ORCA calculation (ωB97M-V/def2-TZVPD) on the ion C5H7N4 with charge -1 at a distorted geometry.

Structure (XYZ):
```
16
Properties=species:S:1:pos:R:3:forces:R:3
C -1.489274 0.034459 0.000170 -0.26 0.38 -0.95
C 0.717832 0.970298 -0.233375 0.22 -0.22 -2.17
C -0.056093 -0.069665 0.093810 -0.54 1.01 1.04
C 2.206780 0.856007 -0.302295 -1.33 4.64 0.31
C 0.443766 -1.393460 0.666881 -0.87 0.80 0.21
N -2.249317 1.104924 -0.373460 2.98 0.42 0.20
N -2.228346 -1.069690 0.111021 0.17 1.26 0.57
N -3.450659 0.651766 -0.451348 -0.75 -0.52 0.64
N -3.425343 -0.604935 -0.108664 -3.44 -2.11 -0.74
H 0.360727 1.818338 -0.861344 -0.47 -0.62 1.11
H 2.573404 1.119991 -1.296418 0.17 -0.29 0.10
H 2.522760 1.659193 0.419612 0.65 -0.78 -0.60
H 2.427229 -0.059512 0.028734 1.78 -3.34 1.00
H 0.584005 -1.965201 -0.243251 0.45 -0.80 0.23
H -0.289948 -1.914947 1.355998 0.83 0.84 -1.04
H 1.352479 -1.137573 1.193930 0.41 -0.69 0.10
```
Forces are in eV/Å.

Strongest force on any atom (Eh/bohr): 0.09414
Net charge: -1
Gap between HOMO and LUMO (eV): 7.5854
LUMO level (eV): 3.74
Electronic energy (eV): -11258.125